This record from the OMol25 dataset describes a 11-piece molecular cluster, C51H110O39P6 overall. The level of theory is the ωB97M-V functional and the def2-TZVPD basis.

Last column: Mulliken charge in e.
Cartesian coordinates (Å):
1 C 6.436875 -31.917540 10.665776  -1.135
2 C 6.897937 -30.460941 10.462351  -0.324
3 O 5.938609 -29.537954 10.892160  -0.282
4 P 6.242614 -28.730507 12.282894  0.548
5 O 6.276775 -29.506797 13.537000  -0.694
6 O 5.279284 -27.377568 12.188110  0.456
7 C 4.095507 -27.320617 12.993954  0.506
8 C 3.230560 -26.264898 12.364541  -1.115
9 O 7.714105 -28.110580 11.922829  -0.494
10 C 8.410640 -27.127916 12.692442  -0.060
11 C 7.862947 -27.011514 14.154542  -0.193
12 H 6.206800 -32.155839 11.704225  0.301
13 H 5.655133 -32.049002 9.917646  0.279
14 H 7.281308 -32.532375 10.354298  0.361
15 H 7.883493 -30.256572 10.880689  0.335
16 H 7.035276 -30.338460 9.387995  0.408
17 H 3.609015 -28.288780 13.112581  0.544
18 H 4.318561 -26.988470 14.007872  -0.416
19 H 2.870143 -26.705776 11.435112  0.457
20 H 2.320235 -26.093757 12.939092  0.148
21 H 3.791938 -25.336494 12.259599  -0.032
22 H 9.485307 -27.296819 12.624112  0.467
23 H 8.398153 -26.127482 12.259914  -0.236
24 H 6.819257 -26.771488 14.357518  -0.229
25 H 8.200252 -27.907899 14.674944  0.335
26 H 8.408787 -26.165954 14.573082  -0.034
27 C 11.102547 -24.903967 24.326502  -1.396
28 C 10.387179 -25.209250 23.063669  0.025
29 O 9.012723 -24.743573 23.313098  -0.351
30 P 8.145076 -24.148348 22.125455  0.405
31 O 8.958608 -23.594281 20.992606  0.094
32 O 7.255395 -25.438752 21.777209  -0.515
33 C 6.142143 -25.263218 20.905953  2.249
34 C 4.838530 -24.909858 21.663441  -0.929
35 O 7.134693 -23.121761 22.887546  -0.282
36 C 7.214774 -21.731561 22.764895  0.551
37 C 8.352295 -21.162727 23.686045  -1.411
38 H 11.076421 -23.882645 24.706374  0.309
39 H 10.551951 -25.373536 25.141646  0.345
40 H 12.158892 -25.168902 24.281392  0.391
41 H 10.936958 -24.547005 22.394874  0.092
42 H 10.464067 -26.230351 22.690109  0.397
43 H 6.368590 -24.495667 20.165899  -1.119
44 H 5.985766 -26.183723 20.343520  -0.268
45 H 4.073057 -24.667681 20.926227  -0.084
46 H 4.590507 -25.793440 22.251548  0.124
47 H 4.923656 -24.140632 22.431000  0.387
48 H 7.319041 -21.492814 21.706492  -0.298
49 H 6.253329 -21.369561 23.129146  0.315
50 H 8.198030 -21.440951 24.728589  0.327
51 H 9.336549 -21.422641 23.296428  0.273
52 H 8.233860 -20.090903 23.844980  0.459
53 C 9.484128 -21.464285 8.737633  -1.196
54 C 9.566631 -22.762439 9.465075  -0.220
55 O 8.348190 -23.504719 9.252876  -0.354
56 P 7.030410 -22.986522 10.114038  0.922
57 O 6.689698 -21.558882 10.006773  -0.829
58 O 5.892904 -24.038381 9.642153  -0.379
59 C 6.092029 -25.411381 9.524710  0.504
60 C 5.817053 -25.933661 8.084782  -1.348
61 O 7.409278 -23.406097 11.644597  -0.005
62 C 6.543112 -23.151408 12.743044  0.311
63 C 7.006211 -21.842800 13.428406  -0.988
64 H 9.154002 -21.662911 7.717999  0.280
65 H 8.785699 -20.754412 9.180774  0.310
66 H 10.425059 -20.916371 8.687368  0.422
67 H 10.325733 -23.350288 8.949021  0.340
68 H 9.960990 -22.685470 10.478317  0.233
69 H 7.121805 -25.722734 9.699981  0.204
70 H 5.377557 -25.837644 10.228936  -0.024
71 H 6.193219 -26.955981 8.123153  0.327
72 H 4.824644 -25.714524 7.690819  0.328
73 H 6.476058 -25.336395 7.454639  0.358
74 H 5.489421 -23.049310 12.483439  0.257
75 H 6.764981 -23.942416 13.459407  -0.210
76 H 8.081173 -21.850995 13.608632  0.488
77 H 6.784833 -20.934541 12.867897  0.567
78 H 6.479472 -21.688118 14.370067  -0.409
79 C -0.135492 -18.127548 15.157305  -1.477
80 C 0.531075 -18.927934 16.271627  -0.027
81 O 1.210403 -20.064269 15.704911  -0.281
82 P 2.516324 -20.702567 16.461225  -0.888
83 O 2.086975 -21.443543 17.668847  -0.129
84 O 3.316731 -21.591669 15.303495  1.653
85 C 2.675112 -22.290882 14.246448  0.066
86 C 2.626852 -21.397312 12.977128  -1.779
87 O 3.574872 -19.487035 16.637088  -0.228
88 C 4.246238 -18.822171 15.571651  0.315
89 C 4.208269 -17.319086 15.655316  -1.576
90 H -0.969394 -18.656811 14.696229  0.368
91 H -0.637473 -17.256061 15.577587  0.416
92 H 0.495919 -17.838148 14.317266  0.328
93 H 1.335810 -18.374418 16.755476  0.255
94 H -0.239016 -19.259870 16.967956  0.236
95 H 3.347366 -23.128473 14.060433  -0.072
96 H 1.730081 -22.712881 14.588399  0.433
97 H 2.292334 -22.095903 12.210209  0.554
98 H 1.875408 -20.611560 13.054666  0.352
99 H 3.591388 -21.069155 12.589727  0.280
100 H 5.271442 -19.173872 15.456047  0.077
101 H 3.875182 -19.178902 14.610833  0.148
102 H 3.212358 -16.939358 15.427115  0.282
103 H 4.458470 -17.031223 16.676414  0.344
104 H 4.998659 -17.033830 14.961056  0.429
105 C 11.981842 -20.438593 19.390511  -1.429
106 C 11.031455 -21.479515 18.832450  0.168
107 O 9.845375 -20.823932 18.356826  -0.234
108 P 9.275585 -21.005226 16.826559  1.565
109 O 9.612042 -22.283997 16.165283  -0.803
110 O 9.955770 -19.649842 16.183002  -0.430
111 C 11.178005 -19.715456 15.543259  -0.103
112 C 11.325105 -18.545937 14.541648  -1.267
113 O 7.690241 -20.673755 16.870803  -0.575
114 C 6.610478 -21.509807 17.376130  1.433
115 C 7.054294 -22.056580 18.721598  -0.878
116 H 12.202414 -19.658507 18.661876  0.286
117 H 11.416860 -19.941938 20.179323  0.318
118 H 12.908257 -20.827759 19.812880  0.401
119 H 11.522992 -21.902327 17.956260  0.343
120 H 10.837984 -22.305083 19.517364  0.114
121 H 12.066989 -19.838476 16.161862  0.279
122 H 11.195285 -20.626570 14.945205  0.213
123 H 12.214161 -18.707943 13.932187  0.397
124 H 10.479321 -18.641024 13.860680  0.278
125 H 11.311760 -17.549372 14.982974  0.308
126 H 5.606301 -21.085870 17.373610  -0.638
127 H 6.582871 -22.357177 16.691073  -0.263
128 H 7.880040 -22.767196 18.757428  0.505
129 H 7.345762 -21.238176 19.379906  0.600
130 H 6.187049 -22.586776 19.115145  -0.810
131 C 3.158586 -30.150587 22.448255  -1.205
132 C 4.200688 -29.020394 22.106317  -0.137
133 O 4.477459 -28.954255 20.747195  -0.333
134 P 3.440946 -28.190953 19.699129  0.353
135 O 2.467703 -27.261408 20.273245  -0.465
136 O 4.469293 -27.487821 18.694886  0.592
137 C 5.468555 -28.208376 18.016826  0.316
138 C 4.965278 -28.682558 16.642401  -1.233
139 O 2.822514 -29.393878 18.766432  -0.345
140 C 1.703403 -29.276959 17.847234  0.641
141 C 0.376881 -29.422519 18.597582  -1.089
142 H 2.182339 -29.854158 22.064644  0.262
143 H 3.290242 -31.151105 22.036277  0.312
144 H 2.994450 -30.276475 23.518449  0.402
145 H 3.834785 -28.071294 22.498001  0.065
146 H 5.133214 -29.225815 22.631974  0.433
147 H 6.214337 -27.449399 17.780489  -0.741
148 H 5.989475 -28.938275 18.636505  0.888
149 H 5.893465 -28.861080 16.099544  0.646
150 H 4.524496 -29.673596 16.750391  0.227
151 H 4.326652 -27.904846 16.223571  -0.149
152 H 1.803630 -28.272970 17.434838  -0.393
153 H 1.722243 -30.042444 17.071481  0.390
154 H -0.492756 -29.421467 17.940434  0.423
155 H 0.310561 -30.297921 19.243630  0.357
156 H 0.172230 -28.562683 19.235472  -0.053
157 O 5.164087 -18.317878 19.988310  -0.637
158 C 4.451931 -19.334632 20.100094  0.591
159 O 4.955633 -20.541104 20.501266  -0.156
160 C 3.989093 -21.532940 20.508051  0.880
161 C 2.711694 -20.614260 20.521745  -0.393
162 O 3.117509 -19.416353 19.966177  -0.334
163 H 4.006198 -22.117046 19.587922  -0.422
164 H 4.129554 -22.093161 21.432454  0.078
165 H 2.305595 -20.476597 21.523859  0.334
166 H 1.843260 -21.017051 20.000520  0.176
167 O -3.174330 -23.687497 19.720553  -0.587
168 C -2.000582 -23.990606 19.931994  0.520
169 O -1.633063 -24.895349 20.892442  -0.392
170 C -0.280968 -25.363796 20.586530  0.448
171 C 0.249087 -24.283937 19.646770  1.453
172 O -0.888592 -23.622545 19.253139  -0.374
173 H 0.320535 -25.409429 21.494389  0.263
174 H -0.236250 -26.365283 20.158594  -0.236
175 H 0.749153 -24.746131 18.795648  -0.744
176 H 1.036563 -23.635900 20.031498  -0.488
177 O 0.929939 -27.497813 15.228475  -0.550
178 C -0.224588 -27.079820 15.371963  0.589
179 O -1.268945 -27.794809 15.517872  -0.352
180 C -2.456902 -27.071785 15.214199  -0.402
181 C -1.989094 -25.688892 15.596050  -0.194
182 O -0.537273 -25.815135 15.513320  -0.175
183 H -2.861190 -27.155232 14.205398  0.271
184 H -3.335930 -27.422388 15.755017  0.308
185 H -2.174573 -25.337914 16.611189  0.169
186 H -2.376527 -24.967543 14.876567  0.284
187 O 6.310336 -25.195074 16.135744  -0.147
188 C 5.149834 -24.966801 16.501241  -0.358
189 O 4.148251 -25.308473 15.767356  -0.461
190 C 2.945640 -25.170363 16.448115  1.780
191 C 3.317803 -24.659199 17.841823  2.192
192 O 4.697876 -24.594947 17.690528  0.532
193 H 2.420665 -24.309086 16.034939  -0.511
194 H 2.315371 -26.053763 16.345735  -1.210
195 H 2.972404 -25.458171 18.497905  -1.605
196 H 2.861312 -23.691391 18.049360  -0.154
197 O 9.148165 -29.203172 17.739007  -0.638
198 C 9.233545 -27.960922 17.828907  0.612
199 O 9.786608 -27.169177 16.920519  -0.362
200 C 9.626203 -25.756244 17.232954  0.685
201 C 9.305592 -25.785231 18.729549  0.982
202 O 8.899456 -27.155248 18.950789  -0.316
203 H 10.521955 -25.175535 17.012747  0.357
204 H 8.800221 -25.565417 16.547790  -0.642
205 H 8.464069 -25.117108 18.912749  -0.763
206 H 10.176887 -25.459545 19.297779  0.191

Forces on atoms 1 to 6 (eV/Å):
C 0.86 0.99 -0.53
C 0.94 -1.60 -0.47
O -0.64 1.98 1.95
P 1.38 1.51 -0.78
O -0.87 0.40 -0.94
O 1.33 -2.60 0.11

Computed properties:
**ΔE to the lowest compared entry with this formula, charge and spin**: 141.7 kJ/mol
**Largest force on an atom**: 4.81 eV/A
**Net charge**: 0
**E**: -190269.999 eV
**Frontier orbital gap**: 10.01 eV
**SMILES**: CCOP(=O)(OCC)OCC.CCOP(=O)(OCC)OCC.CCOP(=O)(OCC)OCC.CCOP(=O)(OCC)OCC.CCOP(=O)(OCC)OCC.CCOP(=O)(OCC)OCC.O=C1OCCO1.O=C1OCCO1.O=C1OCCO1.O=C1OCCO1.O=C1OCCO1
**M**: 1533.246 u